Entry from the OMol25 dataset: C16H19N3O4 in the gas phase (the ωB97M-V functional and the def2-TZVPD basis).

Atoms and positions in Å:
O 3.76 -2.82 -0.03
O 4.41 -1.00 -0.98
O -1.85 -2.95 -0.23
O 0.21 2.90 0.42
N -1.53 -2.35 1.92
N 0.68 2.69 -1.78
N 3.57 -1.70 -0.45
C -0.06 -1.44 0.25
C 2.25 -1.15 -0.29
C -2.87 -2.54 3.83
C -1.23 -2.33 0.61
C 0.83 2.94 -4.11
C -0.84 -1.61 2.96
C -0.05 4.05 -3.54
C 0.53 2.21 -0.53
C 0.88 1.91 -2.98
C 0.78 0.74 -0.37
C 1.20 -1.98 0.08
C 2.05 0.21 -0.52
C -0.27 -0.09 0.02
C -2.65 -3.12 2.43
C 0.39 4.09 -2.08
C -1.45 -2.16 4.25
H 0.44 2.51 -5.03
H -3.33 -3.26 4.50
H -2.38 -4.18 2.47
H 1.83 1.37 -2.95
H -0.91 -3.05 4.57
H 1.30 4.69 -1.96
H -3.50 -3.01 1.76
H -3.50 -1.65 3.77
H 2.89 0.83 -0.78
H 0.07 1.17 -3.08
H 0.24 -1.77 2.91
H -1.10 3.77 -3.61
H 0.10 5.00 -4.05
H 1.83 3.32 -4.31
H 1.39 -3.03 0.24
H -1.04 -0.54 2.86
H -1.26 0.34 0.15
H -1.43 -1.43 5.06
H -0.37 4.46 -1.40

Summary:
HOMO	-0.349	hartree
M	317.3	g/mol
SMILES string	O=C(c1cc(C(=O)N2CCCC2)cc([N+](=O)[O-])c1)N1CCCC1
E_tot	-29558.949	eV
E_LUMO	-0.63	eV
max |F|	1.30	eV Å⁻¹

Entry from the OMol25 dataset: a molecular structure, C12H30Cl2NO2P2Y (the ωB97M-V functional and the def2-TZVPD basis).

Atoms and positions in Å:
Y 0.52 -0.68 -1.03
Cl 2.15 -1.16 -2.86
Cl 0.28 1.51 -2.39
P 2.71 -0.58 0.87
P -2.49 -0.40 -1.46
O -0.89 -2.21 1.59
O -0.08 1.07 0.57
N -0.92 2.97 1.52
C -2.69 0.87 -2.80
C -0.43 -2.75 0.63
C 2.79 0.10 2.57
C -3.84 0.18 -0.37
C -0.06 -4.12 0.23
C -0.80 4.43 1.76
C 3.68 -2.12 1.03
C 1.08 3.18 0.17
C -3.33 -1.81 -2.28
C -1.96 2.26 2.28
C -0.01 2.34 0.77
C 3.92 0.52 0.02
H 2.28 -0.58 3.27
H 4.93 0.24 0.36
H 3.72 1.57 0.28
H -3.62 0.69 -3.37
H -2.52 3.02 2.84
H -2.69 1.75 1.63
H 3.22 -2.75 1.81
H -3.59 1.16 0.06
H -2.70 1.87 -2.34
H -1.53 1.57 3.02
H 4.71 -1.87 1.30
H -0.38 -4.94 0.92
H -4.00 -0.54 0.44
H 1.51 2.63 -0.68
H -0.93 4.99 0.81
H 3.84 0.39 -1.07
H 1.08 -4.16 0.18
H -4.14 -1.43 -2.92
H -3.75 -2.47 -1.50
H 3.84 0.21 2.88
H -2.60 -2.36 -2.88
H -1.82 0.81 -3.47
H 2.30 1.08 2.61
H 0.18 4.66 2.23
H 3.66 -2.66 0.07
H -1.61 4.73 2.46
H -4.77 0.28 -0.95
H 0.65 4.12 -0.21
H -0.57 -4.29 -0.76
H 1.84 3.40 0.95

Summary:
HOMO (spin up / spin down)	-0.574 / -0.565	hartree
M	442.1	g/mol
E_tot	-63168.054	eV
charge	+2
E_LUMO (spin up / spin down)	-7.86 / -11.33	eV
max |F|	2.60	eV Å⁻¹

Entry from the OMol25 dataset: 2 unconnected molecules or ions with the total composition C27H36BFNO16S2 (the ωB97M-V functional and the def2-TZVPD basis).

Atoms and positions in Å:
S -3.29 1.13 0.04
S -3.23 1.92 3.89
F -4.65 1.82 0.47
O 5.50 0.09 -10.41
O 6.97 -5.64 -7.57
O -2.67 2.06 2.34
O -3.38 3.27 4.32
O 3.23 -0.35 -8.60
O 8.08 -3.68 -5.69
O -0.43 1.58 1.16
O 6.84 -2.25 -6.90
O -5.00 -2.25 1.85
O 6.41 -1.57 -9.20
O -2.57 2.11 -0.67
O 4.58 -1.93 -7.75
O -1.94 1.32 4.71
O -3.64 -0.07 -0.62
O 5.95 -3.83 -8.41
O -4.86 -2.83 4.03
N -0.10 4.70 4.47
C -2.23 -1.63 3.95
C 1.26 4.30 4.90
C -5.91 -1.16 2.03
C -0.73 -0.76 0.66
C -2.58 0.80 1.68
C 2.13 -0.14 -5.28
C -0.20 0.24 -1.68
C -6.62 -0.88 0.69
C 1.90 3.18 4.05
C 6.75 -4.47 -7.56
C 0.34 -0.44 -0.42
C -0.75 -1.21 3.71
C 1.69 -0.87 -3.03
C -4.31 -2.57 2.98
C -0.46 0.16 3.06
C 0.34 0.81 -4.03
C 0.66 0.03 -2.93
C 0.39 1.36 5.13
C 1.06 0.73 -5.19
C -2.78 -2.63 2.89
C 7.32 -3.45 -6.59
C 2.41 -0.93 -4.21
C 5.45 -0.72 -9.53
C 1.79 1.76 4.64
C -1.07 0.40 1.64
C 4.27 -0.95 -8.59
C -0.67 1.36 4.02
B 5.95 -2.40 -8.07
H -5.94 -1.23 -0.09
H 2.20 1.01 3.95
H -0.50 2.30 3.49
H -2.42 -3.64 3.06
H -0.17 4.70 3.46
H 2.45 1.73 5.52
H -2.52 -2.34 1.87
H 1.85 5.22 4.88
H 0.69 -1.43 -0.74
H -0.33 -1.64 1.17
H 0.50 1.56 1.39
H 0.62 0.17 2.88
H 0.39 0.43 5.71
H -2.25 -2.19 4.89
H -0.28 -1.19 4.69
H -5.40 -0.22 2.31
H -0.50 1.50 -3.95
H 1.96 -1.52 -2.21
H 1.22 0.06 0.00
H -1.60 -1.13 0.10
H -1.23 -0.06 -1.87
H -0.20 1.32 -1.51
H -2.94 -0.82 4.07
H -7.54 -1.46 0.65
H -0.26 -2.04 3.18
H 2.98 3.41 3.99
H -6.63 -1.34 2.83
H -0.80 4.09 4.86
H 3.24 -1.63 -4.28
H 0.79 1.40 -6.00
H 2.72 -0.17 -6.20
H -6.78 0.19 0.55
H 0.06 2.14 5.83
H 1.15 4.02 5.95
H -3.22 0.04 2.14
H 1.51 3.20 3.03

Summary:
HOMO	-0.260	hartree
M	724.5	g/mol
E_tot	-87904.250	eV
charge	-1
E_LUMO	1.43	eV
max |F|	1.95	eV Å⁻¹